Record 1
Density functional theory data (ωB97M-V/def2-TZVPD) for a cluster of 6 separate species, C40H80BrCl2O5 in total.

Computed properties:
M, g mol⁻¹: 791.9
Total charge: -1
DFT total energy, hartree: -5442.67169
Orbital gap, hartree: 0.252
Largest force on an atom, eV Å⁻¹: 7.20

Last column: Löwdin charge in e.
Element x y z (Å)
C 1.47 -1.70 -3.75  -0.095
C 1.75 -2.56 -2.43  -0.607
Cl 2.93 -1.88 -1.21  0.546
C 1.13 -3.82 -2.23  -0.437
Cl 1.61 -4.71 -0.68  0.627
C 0.10 -4.53 -3.23  -0.274
C -0.71 -5.59 -2.28  -0.557
O -1.48 -5.18 -1.32  -0.104
O -0.66 -6.97 -2.48  -0.159
O 0.59 -5.24 -4.40  0.076
C 0.17 -4.49 -5.57  -0.357
O 0.60 -4.72 -6.73  0.081
O -0.77 -3.43 -5.26  -0.009
C -1.12 -3.71 -3.86  -0.199
C -1.83 -2.56 -3.01  -0.120
C -3.42 -2.72 -3.24  -0.268
C -4.23 -3.24 -1.95  -0.588
Br -4.15 -1.98 -0.42  0.559
H 2.31 -0.91 -3.89  0.081
H 0.52 -1.08 -3.56  0.078
H 1.44 -2.30 -4.72  0.088
H -1.90 -4.55 -4.02  0.168
H -1.54 -1.49 -3.33  0.100
H -1.59 -2.64 -1.88  0.117
H -3.83 -1.68 -3.50  0.095
H -3.71 -3.40 -4.12  0.123
H -5.34 -3.29 -2.28  0.065
H -3.95 -4.31 -1.63  0.080
C -3.53 1.58 2.61  -0.111
C -2.94 0.19 2.84  -0.265
C -3.85 -0.71 3.69  -0.223
C -4.11 -0.21 5.12  -0.227
C -2.87 0.01 5.97  -0.274
C -2.06 -1.26 6.21  -0.112
H -3.66 2.13 3.54  0.063
H -2.86 2.17 1.97  0.060
H -4.50 1.51 2.11  0.076
H -1.95 0.28 3.30  0.093
H -2.79 -0.29 1.87  0.077
H -3.41 -1.71 3.73  0.106
H -4.81 -0.82 3.18  0.108
H -4.76 -0.94 5.62  0.108
H -4.68 0.72 5.08  0.099
H -3.18 0.41 6.94  0.105
H -2.22 0.78 5.52  0.074
H -2.67 -2.02 6.70  0.075
H -1.20 -1.05 6.85  0.066
H -1.68 -1.67 5.27  0.071
C -0.73 3.71 5.25  -0.104
C 0.25 2.93 4.37  -0.264
C 1.07 1.90 5.16  -0.220
C 1.98 2.48 6.24  -0.228
C 3.00 3.51 5.75  -0.275
C 4.00 2.95 4.74  -0.115
H -0.21 4.29 6.01  0.067
H -1.31 4.40 4.63  0.061
H -1.43 3.03 5.75  0.063
H 0.90 3.62 3.85  0.096
H -0.32 2.40 3.60  0.096
H 1.67 1.32 4.45  0.106
H 0.38 1.19 5.63  0.100
H 2.52 1.66 6.72  0.110
H 1.37 2.94 7.02  0.100
H 3.56 3.89 6.61  0.103
H 2.49 4.38 5.31  0.096
H 4.55 2.11 5.18  0.075
H 4.72 3.71 4.45  0.068
H 3.50 2.60 3.83  0.067
C -3.11 0.38 -5.95  -0.114
C -2.36 -0.69 -6.72  -0.261
C -0.94 -0.28 -7.12  -0.221
C -0.85 0.93 -8.05  -0.230
C -1.60 0.79 -9.38  -0.277
C -1.07 -0.35 -10.25  -0.115
H -3.24 1.29 -6.54  0.063
H -4.10 0.02 -5.66  0.066
H -2.57 0.64 -5.03  0.073
H -2.94 -0.98 -7.61  0.103
H -2.30 -1.59 -6.10  0.084
H -0.44 -1.14 -7.58  0.105
H -0.37 -0.05 -6.20  0.105
H 0.21 1.12 -8.26  0.108
H -1.22 1.82 -7.53  0.099
H -1.50 1.72 -9.93  0.101
H -2.67 0.64 -9.20  0.097
H -0.01 -0.20 -10.48  0.074
H -1.62 -0.38 -11.19  0.067
H -1.19 -1.32 -9.76  0.069
C -0.61 7.09 2.55  -0.113
C -0.55 6.06 1.42  -0.272
C -1.16 6.56 0.11  -0.228
C -2.65 6.90 0.18  -0.231
C -3.57 5.76 0.62  -0.272
C -3.54 4.56 -0.32  -0.113
H -1.64 7.35 2.81  0.067
H -0.13 6.69 3.44  0.061
H -0.08 8.00 2.26  0.074
H -1.04 5.14 1.75  0.092
H 0.50 5.80 1.24  0.106
H -0.99 5.81 -0.66  0.102
H -0.62 7.46 -0.21  0.108
H -2.97 7.24 -0.82  0.108
H -2.81 7.75 0.84  0.099
H -4.60 6.14 0.68  0.104
H -3.31 5.44 1.64  0.096
H -3.84 4.86 -1.33  0.075
H -4.24 3.79 0.03  0.065
H -2.55 4.11 -0.37  0.067
C 8.97 -3.89 1.62  -0.119
C 7.83 -3.79 2.63  -0.277
C 7.00 -5.07 2.74  -0.233
C 6.26 -5.48 1.46  -0.229
C 5.31 -4.43 0.89  -0.274
C 4.16 -4.09 1.84  -0.130
H 8.59 -4.06 0.60  0.066
H 9.55 -2.97 1.60  0.067
H 9.64 -4.71 1.87  0.073
H 7.20 -2.94 2.38  0.099
H 8.27 -3.57 3.61  0.101
H 6.28 -4.95 3.55  0.099
H 7.66 -5.89 3.04  0.106
H 5.70 -6.40 1.67  0.111
H 6.99 -5.74 0.69  0.100
H 4.88 -4.82 -0.04  0.098
H 5.85 -3.52 0.63  0.098
H 3.58 -4.98 2.08  0.076
H 3.49 -3.36 1.37  0.029
H 4.53 -3.65 2.77  0.064

Record 2
Density functional theory data (ωB97M-V/def2-TZVPD) for a structure of composition C2H2CaFO.

Computed properties:
ΔE to the lowest compared entry with this formula, charge and spin, kcal per mole: 0.00
M, g mol⁻¹: 101.1
Total charge: +1
DFT total energy, hartree: -929.91160
Orbital gap, hartree: 0.364
Largest force on an atom, eV Å⁻¹: 1.34

Last column: natural (NBO) charge in e.
Element x y z (Å)
C 0.60 -0.06 -1.76  -0.663
C 0.23 0.28 -0.57  0.759
O -0.06 0.63 0.52  -0.704
H 1.67 -0.09 -1.99  0.312
H -0.16 -0.25 -2.52  0.311
F -1.61 -0.79 3.75  -0.874
Ca -0.66 0.29 2.56  1.860